Run a
Computed, not measured: C6H10O in the gas phase, with ωB97M-V/def2-TZVPD.

Atoms and positions in Å:
O1 2.445 -0.609 1.191
C1 0.356 0.457 -0.565
C2 -1.102 0.779 -0.416
C3 -0.108 1.376 0.539
C4 0.934 -0.935 -0.494
C5 -2.074 -0.278 0.046
C6 2.171 -1.165 -0.010
H1 0.497 -1.657 -1.162
H2 -1.499 1.458 -1.169
H3 -1.602 -0.962 0.760
H4 2.995 -1.705 -0.477
H5 -2.945 0.175 0.531
H6 1.504 -0.476 1.405
H7 0.123 2.438 0.462
H8 0.835 0.983 -1.397
H9 -0.096 0.997 1.557
H10 -2.433 -0.876 -0.800

Calculated values
SMILES: C[C@H]1C[C@H]1/C=C\O
LUMO level, eV: 0.92
Kohn-Sham gap, eV: 9.171

The molecule's Löwdin atomic charges, reported in e, are given here: 0.02, -0.26, -0.32, -0.09, -0.09, -0.07, -0.19, 0.09, 0.13, 0.08, 0.12, 0.08, 0.08, 0.10, 0.14, 0.10, 0.08

***

Run b
Computed, not measured: C6H10O in the gas phase, with ωB97M-V/def2-TZVPD.

Atoms and positions in Å:
O1 -0.470 0.934 1.519
C1 1.645 0.996 0.338
C2 0.687 1.635 1.273
C3 -0.677 0.426 0.188
C4 -0.387 -1.059 0.080
C5 0.410 1.205 -0.483
C6 -1.223 -1.692 -1.019
H1 -1.710 0.721 -0.087
H2 0.679 -1.249 -0.150
H3 -2.278 -1.519 -0.790
H4 0.993 2.163 2.198
H5 2.138 0.034 0.561
H6 -0.999 -1.247 -2.001
H7 -1.026 -2.765 -1.085
H8 -0.564 -1.481 1.067
H9 2.373 1.726 -0.019
H10 0.407 1.172 -1.589

Calculated values
SMILES: CC[C@H]1O[C@H]2C[C@H]21
LUMO level, eV: 0.89
Kohn-Sham gap, eV: 8.982

The molecule's Löwdin atomic charges, reported in e, are given here: -0.06, -0.18, -0.12, -0.35, -0.21, -0.08, -0.10, 0.16, 0.11, 0.07, 0.14, 0.10, 0.08, 0.07, 0.12, 0.11, 0.12

***

Name the most stable of them. run a.

***

Run a
Computed, not measured: C6H10O in the gas phase, with ωB97M-V/def2-TZVPD.

Atoms and positions in Å:
O1 -1.150 0.930 1.290
C1 2.202 -0.174 -0.102
C2 -2.393 -0.450 0.086
C3 -0.172 -0.017 0.805
C4 -1.781 -0.042 -1.191
C5 -0.952 -0.819 -0.225
C6 1.042 0.745 0.284
H1 -0.700 -1.852 -0.450
H2 0.151 -0.675 1.629
H3 -2.211 -0.645 -1.988
H4 2.552 -0.765 0.753
H5 3.057 0.404 -0.470
H6 -1.649 1.013 -1.426
H7 0.739 1.353 -0.577
H8 1.916 -0.873 -0.897
H9 -2.018 0.419 1.417
H10 1.365 1.449 1.063

Calculated values
LUMO level, eV: -0.20
Kohn-Sham gap, eV: 8.968

The molecule's Löwdin atomic charges, reported in e, are given here: -0.07, -0.10, 0.14, -0.37, -0.15, -0.27, -0.20, 0.14, 0.15, 0.12, 0.07, 0.07, 0.12, 0.11, 0.07, 0.06, 0.12

***

Run b
Computed, not measured: C6H10O in the gas phase, with ωB97M-V/def2-TZVPD.

Atoms and positions in Å:
O1 1.176 1.103 -0.547
C1 -0.365 -1.364 0.470
C2 -1.174 1.556 0.003
C3 1.377 -0.288 -0.289
C4 -0.199 0.856 -0.939
C5 0.001 -0.679 -0.854
C6 0.912 -0.761 1.116
H1 -0.139 -1.222 -1.791
H2 -0.355 1.190 -1.972
H3 -1.444 2.549 -0.371
H4 -2.098 0.985 0.150
H5 0.721 0.083 1.785
H6 -0.690 1.690 0.975
H7 1.567 -1.474 1.626
H8 -1.333 -1.118 0.919
H9 -0.298 -2.453 0.377
H10 2.342 -0.650 -0.656

Calculated values
SMILES: C[C@H]1O[C@H]2CC[C@H]21
LUMO level, eV: 1.12
Kohn-Sham gap, eV: 10.477

The molecule's Löwdin atomic charges, reported in e, are given here: -0.06, -0.13, -0.03, -0.26, -0.31, -0.18, -0.10, 0.14, 0.14, 0.08, 0.08, 0.11, 0.08, 0.10, 0.10, 0.11, 0.15

***

Run c
Computed, not measured: C6H10O in the gas phase, with ωB97M-V/def2-TZVPD.

Atoms and positions in Å:
O1 -1.044 -2.456 -1.049
C1 -0.461 -0.120 -1.335
C2 1.032 0.578 0.737
C3 -1.274 -1.379 -1.542
C4 0.739 -0.885 0.881
C5 0.783 -0.270 -0.490
C6 0.022 1.591 1.225
H1 1.537 -1.567 1.163
H2 -1.153 0.633 -0.931
H3 -0.208 0.261 -2.335
H4 1.672 -0.511 -1.069
H5 -1.004 1.216 1.131
H6 0.088 2.535 0.672
H7 -2.156 -1.245 -2.208
H8 0.184 1.808 2.286
H9 2.067 0.880 0.885
H10 -0.237 -1.161 1.274

Calculated values
SMILES: C[C@H]1C[C@H]1CC=O
LUMO level, eV: 1.05
Kohn-Sham gap, eV: 10.642

The molecule's Löwdin atomic charges, reported in e, are given here: 0.05, -0.13, -0.31, -0.26, -0.09, -0.25, -0.08, 0.11, 0.11, 0.12, 0.14, 0.07, 0.08, 0.12, 0.08, 0.13, 0.11

***

Name the most stable of them. run c.

***

Run a
Computed, not measured: C2H3NP2 in the gas phase, with ωB97M-V/def2-TZVPD.

Atoms and positions in Å:
P1 -1.794 1.091 0.092
P2 -2.755 -0.677 0.030
N1 0.446 -1.355 0.137
C1 0.782 -0.143 0.036
C2 -0.044 0.994 -0.097
H1 0.368 1.903 0.049
H2 1.841 0.344 -0.196
H3 1.156 -2.156 -0.050

Calculated values
SMILES: [H]/N=C/C=P#P
LUMO level (alpha / beta), eV: -1.78 / -2.18
Kohn-Sham gap (alpha / beta), eV: 6.494 / 5.896

The molecule's Löwdin atomic charges, reported in e, are given here: 0.39, 0.31, 0.04, -0.45, -0.50, -0.03, 0.14, 0.09

***

Run b
Computed, not measured: C2H3NP2 in the gas phase, with ωB97M-V/def2-TZVPD.

Atoms and positions in Å:
P1 -0.961 -1.642 0.099
P2 -2.100 -0.008 -0.276
N1 -0.940 1.195 0.119
C1 0.260 0.986 0.109
C2 1.524 0.697 0.056
H1 -1.926 -2.588 -0.243
H2 2.101 0.981 -0.805
H3 2.041 0.381 0.942

Calculated values
LUMO level, eV: -1.00
Kohn-Sham gap, eV: 8.081

The molecule's Löwdin atomic charges, reported in e, are given here: 0.41, 0.46, -0.30, -0.42, -0.03, -0.25, 0.06, 0.06

***

Run c
Computed, not measured: C2H3NP2 in the gas phase, with ωB97M-V/def2-TZVPD.

Atoms and positions in Å:
P1 -1.369 -0.415 0.966
P2 -1.519 -0.534 -1.063
N1 1.067 0.367 0.180
C1 0.307 0.140 1.179
C2 1.667 0.246 -0.837
H1 1.991 0.869 -1.632
H2 0.693 0.305 2.172
H3 -2.836 -0.977 -0.966

Calculated values
LUMO level, eV: -0.72
Kohn-Sham gap, eV: 7.263

The molecule's Löwdin atomic charges, reported in e, are given here: 0.48, 0.34, -0.17, -0.58, 0.09, 0.05, 0.05, -0.26

***

Run d
Computed, not measured: a molecular structure, C2H3NP2, with ωB97M-V/def2-TZVPD.

Atoms and positions in Å:
P1 1.031 1.461 0.186
P2 1.818 -0.575 0.182
N1 -0.319 -1.401 0.045
C1 -0.980 -0.374 -0.255
C2 -0.495 0.998 -0.314
H1 2.319 -1.112 1.468
H2 -2.051 -0.628 -0.642
H3 -1.323 1.633 -0.670

Calculated values
LUMO level, eV: -0.82
Kohn-Sham gap, eV: 8.306

The molecule's Löwdin atomic charges, reported in e, are given here: 0.59, 0.55, -0.07, -0.50, -0.58, -0.15, 0.13, 0.04

***

Name the most stable of them. run b.